Below is a molecular structure, C44H48AsO3P2S2V, with properties calculated with ωB97M-V/def2-TZVPD.

The geometry in XYZ format:
```
101
C44H48AsO3P2S2V (ωB97M-V/def2-TZVPD)
V -0.268 -0.218 -1.210
C -2.654 -0.797 0.832
O -1.590 0.112 0.457
C -2.004 1.495 0.425
C -0.819 2.338 0.036
O -0.367 1.821 -1.223
C 0.778 2.426 -1.836
C 1.019 1.649 -3.103
O 1.197 0.267 -2.747
C 1.459 -0.548 -3.898
H -3.587 -0.242 0.936
H -2.377 -1.273 1.772
H -2.774 -1.529 0.032
H -2.368 1.787 1.416
H -2.800 1.604 -0.313
H 0.000 2.281 0.764
H -1.135 3.378 -0.090
H 1.630 2.365 -1.148
H 0.551 3.472 -2.061
H 1.926 2.009 -3.596
H 0.157 1.732 -3.774
H 0.626 -0.469 -4.599
H 1.552 -1.572 -3.541
H 2.400 -0.225 -4.347
C 1.929 0.028 1.977
C 0.700 -0.060 2.866
As 0.841 0.856 4.613
C 2.376 -0.106 5.332
C 2.622 -1.437 5.003
C 3.665 -2.132 5.601
C 4.471 -1.506 6.539
C 4.222 -0.187 6.888
C 3.177 0.506 6.294
C 1.698 2.455 3.900
C 3.070 2.619 3.723
C 3.565 3.762 3.111
C 2.697 4.750 2.664
C 1.330 4.598 2.844
C 0.836 3.459 3.468
P 1.640 -0.656 0.321
C 1.199 -2.406 0.539
C 0.159 -2.912 -0.241
C -0.226 -4.243 -0.169
C 0.434 -5.084 0.715
C 1.468 -4.598 1.507
C 1.852 -3.269 1.418
C 3.289 -0.697 -0.449
C 4.080 0.451 -0.390
C 5.304 0.496 -1.036
C 5.752 -0.606 -1.753
C 4.972 -1.750 -1.812
C 3.747 -1.796 -1.163
H 2.803 -0.446 2.433
H 2.201 1.075 1.813
H 0.427 -1.102 3.053
H -0.169 0.396 2.388
H 1.995 -1.953 4.287
H 3.843 -3.166 5.338
H 5.283 -2.047 7.004
H 4.838 0.302 7.630
H 2.992 1.533 6.586
H 3.758 1.850 4.053
H 4.633 3.882 2.986
H 3.087 5.643 2.196
H 0.649 5.375 2.520
H -0.234 3.363 3.628
H -0.413 -2.310 -0.963
H -1.032 -4.608 -0.790
H 0.142 -6.123 0.788
H 1.979 -5.263 2.189
H 2.673 -2.905 2.024
H 3.755 1.323 0.168
H 5.911 1.389 -0.976
H 6.709 -0.575 -2.255
H 5.319 -2.615 -2.360
H 3.154 -2.703 -1.214
S -2.845 2.419 -3.198
P -3.372 0.533 -3.189
S -1.877 -0.864 -2.901
C -4.199 0.028 -4.715
C -3.722 -0.966 -5.558
C -4.408 -1.279 -6.724
C -5.575 -0.605 -7.047
C -6.058 0.389 -6.205
C -5.373 0.707 -5.048
C -4.605 0.203 -1.884
C -5.048 -1.099 -1.649
C -5.967 -1.356 -0.648
C -6.459 -0.314 0.132
C -6.040 0.984 -0.108
C -5.120 1.242 -1.119
H -2.815 -1.498 -5.307
H -4.030 -2.051 -7.378
H -6.109 -0.852 -7.954
H -6.966 0.918 -6.456
H -5.744 1.495 -4.402
H -4.665 -1.917 -2.248
H -6.308 -2.368 -0.476
H -7.180 -0.517 0.912
H -6.438 1.800 0.480
H -4.800 2.254 -1.330
```

E_tot = -6589.91075 hartree
molecular weight = 876.81 u
⟨S²⟩ = 3.76
charge = +1
HOMO (spin up / spin down) = -10.11 / -10.21 eV
LUMO energy (spin up / spin down) = -1.9 / -2.1 eV
multiplicity = 4
frontier orbital gap (spin up / spin down) = 8.23 / 8.13 eV